Record 1
Entry from the OMol25 dataset: a structure of composition C22H37O3SiSr in a non-equilibrium geometry (ωB97M-V/def2-TZVPD).

XYZ file:
```
64
Properties=species:S:1:pos:R:3:forces:R:3
O 2.258419 -1.606185 -0.837055 1.9 -2.9 -1.0
C 2.043857 -3.088364 -0.599829 -0.7 0.5 0.2
C 3.223363 -3.492900 -1.451284 -0.3 0.1 0.1
H 1.096402 -3.403061 -1.059163 0.3 0.2 0.4
H 2.092352 -3.313217 0.482165 -0.1 0.1 -0.5
C 3.503728 -1.987966 -1.618643 0.5 -0.2 -0.4
H 2.890934 -4.011050 -2.359548 0.4 0.2 0.2
H 3.979854 -4.058312 -0.915365 0.2 0.0 -0.2
C 3.431253 -1.529827 -3.063720 0.1 0.2 -0.1
H 2.501329 -1.858734 -3.536084 0.0 0.0 0.1
H 4.264595 -1.963732 -3.647414 -0.3 0.1 0.4
H 3.494750 -0.442188 -3.162706 0.0 -0.1 0.1
C 4.767439 -1.554657 -0.887266 -0.1 0.4 0.3
H 4.782307 -1.981955 0.125949 0.0 0.1 -0.2
H 4.824242 -0.459977 -0.790248 -0.1 -0.3 -0.1
H 5.674698 -1.895990 -1.411623 -0.4 0.0 0.0
Sr 0.818435 -0.080192 0.029085 -2.5 4.2 1.8
C 0.469399 2.680568 3.057720 0.0 -1.1 0.2
C -0.451806 1.758478 3.646107 1.0 0.0 -0.3
C 0.103127 0.460610 3.551362 -0.2 0.2 0.0
H -1.414958 2.020743 4.077313 0.2 -0.1 -0.2
C 1.378241 0.562123 2.910811 -0.4 0.2 -0.5
C 1.590074 1.943717 2.594225 -0.3 0.1 0.1
H 2.469593 2.365226 2.099430 -0.3 -0.2 0.2
H 0.312794 3.751717 2.955253 0.1 -0.3 0.0
H -0.374622 -0.459355 3.901483 0.2 0.3 -0.1
H 2.086930 -0.251025 2.746998 0.1 0.0 0.3
C -0.405107 3.405794 -1.020303 1.1 -0.9 -1.0
C 0.861829 3.447818 -0.384355 -0.5 0.0 -0.3
C 1.715964 2.501344 -0.996680 -0.2 -0.2 -0.1
H 1.112123 4.106294 0.448758 0.0 -0.3 -0.3
C 0.973844 1.854819 -2.040477 -0.4 -0.3 -0.2
C -0.343884 2.410072 -2.054676 0.6 0.6 1.0
H -1.164837 2.138766 -2.709859 0.2 0.0 0.1
H -1.251421 4.047120 -0.818304 0.0 -0.2 0.1
H 2.770072 2.342623 -0.769902 -0.1 0.1 -0.1
H 1.358751 1.106444 -2.756309 -0.1 0.5 0.2
O -0.975594 -4.130573 -2.290596 -0.4 0.3 1.1
C -1.269695 -2.725759 -2.092549 -0.6 0.0 0.2
C -1.265543 -2.463003 -0.556543 1.0 -0.2 -0.1
H -2.265718 -2.488764 -2.533839 0.6 -0.1 0.3
H -0.505849 -2.119249 -2.625811 -0.4 -0.4 0.3
C -1.477652 -3.864264 0.092772 -0.3 0.3 -0.2
H -1.907454 -1.639610 -0.213129 -0.2 -0.4 -0.1
H -0.223569 -2.172013 -0.276440 -0.9 -0.4 -0.2
C -1.149214 -4.859279 -1.028356 0.8 0.0 -0.7
H -2.503523 -4.009922 0.472546 0.4 0.2 -0.2
H -0.783579 -4.021764 0.925059 -0.3 0.1 0.0
H -1.886408 -5.674643 -1.114869 0.1 0.5 -0.3
H -0.170340 -5.348873 -0.871201 -0.4 0.1 0.2
C -4.254728 2.907952 -0.301561 0.0 -0.3 -0.1
Si -3.091101 2.336638 1.121701 0.1 0.6 0.4
C -2.590745 4.073916 1.818269 0.1 -0.2 -0.1
C -4.330728 1.854751 2.512859 0.0 -0.3 -0.1
O -1.986999 1.254022 0.750400 -0.1 -0.4 -0.2
H -5.012150 3.626244 0.039780 0.1 -0.1 0.1
H -4.787508 2.052646 -0.730934 0.0 0.0 -0.1
H -3.699333 3.388265 -1.114804 0.1 -0.1 0.0
H -3.489171 4.712419 1.838437 0.1 -0.2 0.0
H -2.209829 4.012254 2.843385 0.0 0.0 -0.1
H -1.835872 4.579702 1.210222 0.0 0.0 0.1
H -4.703169 0.834446 2.349055 0.0 0.1 0.1
H -3.870494 1.887803 3.509449 0.0 0.0 -0.2
H -5.198104 2.531068 2.530850 0.2 -0.1 -0.1
```
Forces are in eV/Å.

As for the gap between HOMO and LUMO: 4.718 eV. The calculation puts the total energy at -1406.3804 hartree. As for the molar mass: 465.241 g mol⁻¹. Its total charge is -1.



Record 2
Entry from the OMol25 dataset: a structure of composition C22H37O3SiSr in a non-equilibrium geometry (ωB97M-V/def2-TZVPD).

XYZ file:
```
64
Properties=species:S:1:pos:R:3:forces:R:3
O -0.126206 -0.400230 -2.904579 0.2 1.2 -3.1
C -0.223945 0.885452 -3.696261 -0.1 1.1 0.9
C 0.084152 0.267164 -5.028717 0.0 -0.1 0.5
H 0.545893 1.615370 -3.392759 -0.5 -0.5 0.0
H -1.238891 1.294223 -3.603705 0.3 0.0 0.2
C 0.077620 -1.032731 -4.226613 0.3 -1.1 -1.5
H 1.079162 0.500090 -5.404198 -0.2 0.2 -0.1
H -0.687166 0.355434 -5.788912 0.1 0.0 0.0
C 1.414524 -1.699019 -4.400112 0.2 -0.7 0.3
H 2.245389 -1.018687 -4.188317 -0.1 -0.1 0.2
H 1.471997 -1.971670 -5.460526 0.1 0.0 0.2
H 1.515333 -2.621581 -3.818825 0.1 0.2 0.1
C -1.061330 -1.909585 -4.696962 -0.1 -0.5 0.1
H -1.999968 -1.352650 -4.808085 0.2 -0.1 0.2
H -1.211990 -2.793021 -4.065867 0.0 0.2 0.0
H -0.769777 -2.261973 -5.699995 -0.2 0.1 0.3
Sr -0.251399 -0.337693 -0.607012 -0.9 -1.4 4.8
C -3.007604 -1.481670 2.403349 -0.2 0.6 -0.7
C -3.177862 -0.082238 2.605642 -0.1 -0.5 -0.8
C -3.317176 0.530610 1.334571 0.1 -0.1 0.5
H -3.187648 0.415792 3.572258 0.1 0.0 -0.3
C -3.256818 -0.487433 0.338783 0.8 0.0 0.0
C -3.042194 -1.731532 1.007644 0.0 0.2 0.4
H -2.929812 -2.706401 0.538208 -0.1 0.2 0.0
H -2.855713 -2.229675 3.182146 0.0 0.3 -0.3
H -3.437190 1.599028 1.154178 -0.1 -0.2 0.0
H -3.398389 -0.341860 -0.734946 -0.3 -0.1 0.1
C 1.099922 -2.588157 2.260627 0.3 -0.1 -0.7
C 0.005577 -3.201492 1.619017 0.4 0.0 -0.1
C 0.224133 -3.158881 0.222283 0.0 0.3 -0.1
H -0.853787 -3.640146 2.126523 0.2 0.2 -0.2
C 1.467104 -2.481249 -0.004910 0.0 0.3 0.1
C 2.002016 -2.123789 1.266871 -0.3 -0.2 0.2
H 2.940906 -1.595221 1.458871 -0.4 -0.2 -0.1
H 1.238755 -2.504409 3.334752 -0.1 0.2 -0.3
H -0.404727 -3.611028 -0.544701 0.1 0.0 0.1
H 1.943008 -2.306198 -0.970936 0.1 -0.3 0.0
O 2.599150 3.219481 -2.665177 -1.2 0.7 0.5
C 2.463480 2.310646 -1.557914 0.0 -0.4 -0.2
C 1.018854 2.437022 -1.008619 -0.1 -0.3 -0.8
H 3.230551 2.479065 -0.767517 -0.5 0.1 -0.6
H 2.634706 1.302552 -1.995045 0.0 0.3 0.5
C 0.474800 3.768213 -1.570654 0.9 -0.1 0.3
H 0.988517 2.301799 0.089807 -0.3 0.0 -0.5
H 0.392322 1.719009 -1.582924 0.6 0.2 0.9
C 1.387611 4.035630 -2.786662 0.2 -0.2 -0.1
H 0.578144 4.526584 -0.798015 -0.1 0.3 -0.2
H -0.567353 3.696157 -1.892141 0.1 0.0 0.3
H 1.667968 5.096603 -2.830175 0.1 -0.3 -0.1
H 0.857925 3.771105 -3.733940 0.5 0.2 0.5
C 1.945731 0.334524 4.851560 -0.1 0.1 -0.2
Si 0.151542 0.388694 4.128211 0.3 -0.7 0.1
C -0.651706 -1.040756 5.154317 -0.1 -0.1 -0.2
C -0.546129 1.891989 5.060286 -0.2 0.3 0.0
O 0.070129 0.352509 2.543519 0.1 0.5 -0.3
H 1.902134 0.359822 5.953376 0.0 0.0 -0.3
H 2.518790 1.211717 4.513850 0.0 -0.2 0.1
H 2.491108 -0.570206 4.546154 -0.1 0.2 0.0
H -0.324125 -0.991982 6.202633 0.1 0.1 -0.1
H -1.747460 -0.980343 5.169453 0.1 0.0 -0.1
H -0.390019 -2.042769 4.789871 0.0 0.2 0.0
H -0.234615 2.839130 4.608828 0.0 0.0 0.0
H -1.641835 1.894714 5.099651 0.1 0.0 -0.1
H -0.186097 1.896150 6.098492 0.0 -0.1 -0.1
```
Forces are in eV/Å.

As for the gap between HOMO and LUMO: 4.469 eV. The calculation puts the total energy at -1406.3552 hartree. As for the molar mass: 465.241 g mol⁻¹. Its total charge is -1.